Entry 1:
The following is a DFT calculation (wB97M-V/def2-TZVPD) of a 11-piece molecular cluster, C33H66O11 overall in a non-equilibrium geometry.

Its LUMO energy (spin up / spin down) is -5.21 / -8.74 eV. The electronic energy comes out at -57801.644 eV. For the highest occupied orbital energy (spin up / spin down), the calculation gives -10.86 / -10.86 eV. As for the expectation value of S²: 0.76. The HOMO-LUMO gap (spin up / spin down) is 5.658 / 2.126 eV. The energy above the lowest of the compared OMol25 structures with the same formula, charge and spin comes out at 0.115 eV. The multiplicity is 2. Its net charge is +1.

Atoms and positions in Å:
C (4.8387, -0.9960, 0.5858)
C (4.4257, -0.2224, 1.8194)
O (5.0850, -0.2587, 2.8525)
C (3.1709, 0.5614, 1.7364)
H (4.4415, -0.3943, -0.2317)
H (4.4281, -2.0056, 0.5696)
H (5.9265, -1.0105, 0.6533)
H (3.2704, 1.6466, 1.7599)
H (2.7289, 0.3550, 2.7112)
H (2.5382, 0.1719, 0.9389)
C (-4.5676, -0.1700, 0.1166)
C (-4.5984, -1.6579, 0.4642)
O (-5.6321, -2.3731, 0.3081)
C (-3.3083, -2.3210, 0.7943)
H (-3.6160, 0.2154, -0.2495)
H (-4.7255, 0.4484, 1.0002)
H (-5.3475, 0.0695, -0.6061)
H (-2.5416, -1.5465, 0.7746)
H (-3.0889, -2.9629, -0.0588)
H (-3.2510, -2.8332, 1.7547)
C (0.2349, 6.1778, 0.6491)
C (1.0799, 4.9041, 0.4805)
O (0.6124, 3.7731, 0.7188)
C (2.5555, 4.9971, 0.1811)
H (0.8148, 7.0951, 0.5473)
H (-0.2810, 6.1935, 1.6091)
H (-0.4422, 6.2392, -0.2029)
H (2.8579, 6.0442, 0.1967)
H (2.8553, 4.5549, -0.7690)
H (3.1252, 4.4529, 0.9344)
C (0.5534, -3.5115, -0.2796)
C (1.7345, -3.5039, 0.6699)
O (2.0197, -2.5082, 1.3739)
C (2.5498, -4.8392, 0.9059)
H (0.4657, -2.4964, -0.6669)
H (-0.3901, -3.7518, 0.2105)
H (0.7252, -4.2296, -1.0813)
H (3.3725, -4.6469, 1.5945)
H (2.9828, -5.2686, 0.0024)
H (1.8144, -5.5491, 1.2845)
C (-2.6424, 0.8815, 4.3420)
C (-3.5093, 0.6199, 5.5858)
O (-4.7373, 0.6524, 5.5462)
C (-2.9477, 0.4597, 6.9930)
H (-3.0485, 0.5707, 3.3794)
H (-1.6194, 0.5451, 4.5108)
H (-2.5159, 1.9559, 4.2085)
H (-2.0635, -0.1695, 6.8904)
H (-3.5745, -0.0986, 7.6883)
H (-2.8603, 1.4718, 7.3882)
C (-1.5589, 0.2469, -5.4154)
C (-2.8317, 0.3814, -6.2190)
O (-3.7621, 1.0549, -5.8074)
C (-2.9897, -0.3582, -7.5217)
H (-1.5258, 0.9818, -4.6111)
H (-0.6833, 0.3495, -6.0563)
H (-1.5435, -0.7686, -5.0197)
H (-2.7287, 0.1670, -8.4405)
H (-4.0247, -0.6907, -7.6014)
H (-2.3274, -1.2113, -7.3740)
C (0.7036, -3.1047, -4.3341)
C (0.1116, -3.9815, -5.3462)
O (0.3871, -5.1843, -5.5567)
C (-1.0934, -3.3993, -5.9863)
H (1.2805, -3.7246, -3.6478)
H (-0.0562, -2.6306, -3.7128)
H (1.3385, -2.4361, -4.9154)
H (-1.5943, -4.1714, -6.5703)
H (-0.7709, -2.5665, -6.6113)
H (-1.6681, -2.9235, -5.1916)
C (-1.0799, -3.8324, 5.6269)
C (-0.8936, -2.4204, 5.0655)
O (-0.5432, -1.5236, 5.8036)
C (-0.7241, -2.2934, 3.5599)
H (-2.1372, -4.0804, 5.5333)
H (-0.9154, -3.7511, 6.7013)
H (-0.4181, -4.5699, 5.1727)
H (-1.6260, -2.4167, 2.9603)
H (-0.0098, -2.9791, 3.1041)
H (-0.3375, -1.2786, 3.4661)
C (3.1504, 0.4259, -5.5426)
C (2.4984, 1.7696, -5.3930)
O (1.6146, 1.9925, -4.5996)
C (3.1168, 2.8831, -6.2301)
H (4.2180, 0.4949, -5.7515)
H (2.6986, -0.1447, -6.3540)
H (3.1121, -0.2637, -4.6993)
H (3.8413, 3.4512, -5.6465)
H (2.3002, 3.5360, -6.5382)
H (3.6226, 2.4047, -7.0688)
C (0.6268, 0.1873, -1.6607)
C (-0.5315, -0.0120, -0.7579)
O (-1.6545, -0.2139, -1.1718)
C (-0.3592, 0.3394, 0.6791)
H (0.9036, -0.7124, -2.2102)
H (1.5185, 0.5993, -1.1882)
H (0.2994, 0.8805, -2.4356)
H (0.4614, -0.2855, 1.0316)
H (-1.3059, 0.2058, 1.2026)
H (-0.1608, 1.4085, 0.7547)
C (0.6656, 4.6180, 6.0384)
C (0.4941, 4.3267, 4.5734)
O (0.6720, 5.1329, 3.7391)
C (0.1868, 2.8397, 4.2101)
H (-0.3103, 4.9495, 6.3929)
H (1.3640, 5.4392, 6.1998)
H (0.8771, 3.6521, 6.4971)
H (-0.7456, 2.6023, 4.7224)
H (1.0412, 2.1897, 4.3987)
H (-0.0925, 2.6869, 3.1677)

***

Entry 2:
The following is a DFT calculation (wB97M-V/def2-TZVPD) of one molecule with the formula C2H3NO3 in a non-equilibrium geometry.

Its LUMO energy is 0.12 eV. The electronic energy comes out at -9751.202 eV. For the highest occupied orbital energy, the calculation gives -10.23 eV. The HOMO-LUMO gap is 10.342 eV. The energy above the lowest of the compared OMol25 structures with the same formula, charge and spin comes out at 4.888 eV. As for the structure (SMILES): O=CNOC=O.

Atoms and positions in Å:
O (2.1566, -0.6009, 0.4122)
C (1.6396, 0.5231, -0.0584)
N (0.3783, 0.6417, -0.3609)
O (-0.2789, -0.6873, -0.3492)
C (-1.6525, -0.5361, -0.1221)
O (-2.1394, 0.5364, 0.3986)
H (2.2331, 1.5118, -0.2713)
H (-0.4184, 1.4309, 0.1532)
H (-2.2922, -1.3418, 0.0348)

***

Copy entry 2 word for word.
The following is a DFT calculation (wB97M-V/def2-TZVPD) of one molecule with the formula C2H3NO3 in a non-equilibrium geometry.

Its LUMO energy is 0.12 eV. The electronic energy comes out at -9751.202 eV. For the highest occupied orbital energy, the calculation gives -10.23 eV. The HOMO-LUMO gap is 10.342 eV. The energy above the lowest of the compared OMol25 structures with the same formula, charge and spin comes out at 4.888 eV. As for the structure (SMILES): O=CNOC=O.

Atoms and positions in Å:
O (2.1566, -0.6009, 0.4122)
C (1.6396, 0.5231, -0.0584)
N (0.3783, 0.6417, -0.3609)
O (-0.2789, -0.6873, -0.3492)
C (-1.6525, -0.5361, -0.1221)
O (-2.1394, 0.5364, 0.3986)
H (2.2331, 1.5118, -0.2713)
H (-0.4184, 1.4309, 0.1532)
H (-2.2922, -1.3418, 0.0348)